C9H14 | the ωB97M-V functional and the def2-TZVPD basis

Last column: Löwdin charge in e.
Geometry (Å):
C (0.100, 1.765, -1.063)  -0.163
C (-1.003, 1.178, -1.993)  -0.160
H (0.552, 2.656, -1.525)  0.050
H (-0.516, 2.072, -0.212)  0.037
H (0.971, 1.164, -0.789)  0.053
H (-0.763, 1.411, -3.016)  0.043
H (-1.938, 1.670, -1.634)  0.060
H (-1.374, 0.200, -1.680)  0.022
C (-0.139, 0.801, 2.364)  -0.092
C (0.642, -2.353, -0.625)  -0.218
C (-0.654, -1.933, -0.476)  -0.220
C (1.648, -1.784, 0.122)  -0.183
C (-0.853, -0.856, 0.437)  -0.189
C (1.351, -0.769, 1.103)  -0.167
C (0.006, -0.346, 1.396)  -0.354
H (0.894, -3.168, -1.311)  0.075
H (-1.511, -2.115, -1.128)  0.057
H (2.695, -2.027, -0.006)  0.061
H (-1.874, -0.381, 0.468)  0.095
H (2.165, -0.329, 1.670)  0.040
H (-0.554, 1.658, 1.857)  0.042
H (0.852, 0.984, 2.777)  0.051
H (-0.698, 0.501, 3.264)  0.063

Values from the calculation:
Charge   -1
Multiplicity   2
Kohn-Sham gap (spin up / spin down)   3.121 / 7.335 eV
Maximum force   3.84 eV/Å



C6H15N3O | the ωB97M-V functional and the def2-TZVPD basis

Last column: Löwdin charge in e.
Geometry (Å):
C (2.370, -1.134, 0.335)  -0.026
C (2.485, 0.293, -0.103)  -0.492
N (1.345, 1.040, -0.212)  0.135
N (3.659, 0.752, -0.292)  0.011
O (3.672, 2.113, -0.711)  -0.090
H (1.852, -1.726, -0.418)  0.072
H (3.365, -1.543, 0.481)  0.079
H (1.815, -1.198, 1.270)  0.074
H (0.482, 0.580, -0.508)  0.054
H (1.502, 1.949, -0.622)  0.089
H (4.611, 2.286, -0.842)  0.083
C (-3.164, 0.675, 0.074)  -0.035
C (-1.895, -0.108, 0.314)  -0.566
N (-1.120, 0.456, 1.361)  0.067
C (-1.937, -1.595, 0.173)  -0.098
C (-1.253, -0.828, -0.935)  -0.091
H (-3.759, 0.212, -0.709)  0.080
H (-2.936, 1.699, -0.222)  0.079
H (-3.752, 0.701, 0.989)  0.084
H (-0.912, 1.436, 1.210)  0.077
H (-0.243, -0.035, 1.511)  0.060
H (-2.892, -2.062, -0.028)  0.100
H (-1.298, -2.172, 0.827)  0.102
H (-1.785, -0.721, -1.870)  0.092
H (-0.209, -1.070, -1.072)  0.062

Values from the calculation:
Multiplicity   1
Kohn-Sham gap   9.442 eV
Maximum force   1.28 eV/Å
SMILES   C/C(N)=N/O.CC1(N)CC1



C5H13NO2 | the ωB97M-V functional and the def2-TZVPD basis

Last column: Löwdin charge in e.
Geometry (Å):
C (0.881, 0.050, 1.385)  -0.084
C (-0.053, -0.014, 0.155)  -0.391
N (-0.083, 1.418, -0.424)  0.024
C (0.480, -1.057, -0.897)  -0.191
C (-0.123, -1.352, -2.280)  -0.145
C (1.024, -1.139, -3.318)  -0.262
O (1.800, -0.289, -3.077)  0.050
H (0.590, -0.513, 2.316)  0.082
H (0.765, 1.134, 1.763)  0.099
H (1.824, -0.287, 1.024)  0.051
H (-1.031, -0.285, 0.586)  0.118
H (-0.065, 1.308, -1.525)  0.102
H (0.672, 1.993, -0.358)  0.000
H (1.488, -0.664, -0.999)  0.091
H (0.492, -2.076, -0.608)  0.095
H (-0.326, -2.383, -2.242)  0.078
H (-0.940, -0.599, -2.459)  0.136
H (0.782, -1.476, -4.427)  0.146
O (-3.069, 1.739, 6.520)  0.015
H (-2.788, 1.544, 5.706)  -0.041
H (-3.992, 1.852, 6.387)  0.026

Values from the calculation:
Multiplicity   1
Kohn-Sham gap   10.058 eV
Maximum force   6.47 eV/Å
SMILES   C[C@@H](N)CCC=O.O



C16H11AgBrINO2S2 | the ωB97M-V functional and the def2-TZVPD basis

Last column: Löwdin charge in e.
Geometry (Å):
Ag (0.152, 0.190, 0.583)  0.311
O (-1.828, -1.980, -2.672)  -0.030
C (-1.596, -1.126, -1.814)  -0.656
O (-0.627, -1.215, -0.994)  -0.197
C (-2.541, 0.088, -1.780)  -0.141
C (-3.755, -0.171, -2.424)  -0.061
C (-4.772, 0.752, -2.535)  -0.120
C (-4.576, 2.012, -1.995)  -0.128
C (-3.386, 2.298, -1.364)  -0.191
C (-2.343, 1.369, -1.228)  -0.638
S (-0.929, 2.088, -0.429)  0.420
H (-3.858, -1.159, -2.853)  0.102
H (-5.696, 0.492, -3.039)  0.085
H (-5.344, 2.774, -2.062)  0.087
H (-3.226, 3.282, -0.942)  0.067
S (3.778, -0.855, -2.512)  0.993
C (4.593, -0.144, -1.182)  -0.425
C (3.708, 0.076, -0.176)  -0.265
N (2.418, -0.287, -0.431)  -0.070
C (2.307, -0.790, -1.630)  -0.454
H (5.646, 0.072, -1.199)  0.053
H (3.944, 0.517, 0.778)  0.101
H (1.358, -1.152, -1.999)  0.065
Br (0.890, -1.028, 6.576)  0.684
C (0.099, 0.470, 5.728)  -0.744
C (-0.364, 1.504, 6.530)  -0.151
C (-0.946, 2.615, 5.950)  -0.088
C (-1.065, 2.694, 4.566)  -0.074
C (-0.604, 1.665, 3.770)  -0.150
C (-0.014, 0.537, 4.345)  -0.701
I (0.636, -1.002, 3.054)  0.976
H (-0.263, 1.427, 7.603)  0.094
H (-1.308, 3.415, 6.580)  0.101
H (-1.523, 3.555, 4.101)  0.109
H (-0.703, 1.720, 2.689)  0.037

Values from the calculation:
Charge   -1
Multiplicity   1
Kohn-Sham gap   5.907 eV
Maximum force   0.50 eV/Å



C6H12NO4S | the ωB97M-V functional and the def2-TZVPD basis

Last column: Löwdin charge in e.
Geometry (Å):
C (1.390, 2.094, -0.239)  -0.466
C (-1.750, -2.751, 0.730)  -0.299
C (2.599, 3.143, -1.852)  -0.021
C (-1.944, -3.781, -1.325)  -0.065
C (1.045, 0.711, 0.272)  -0.065
C (0.031, 0.533, 2.457)  -0.307
N (-0.180, 0.735, 1.039)  -0.128
O (0.469, 2.853, -0.392)  0.127
O (-1.469, -1.601, 0.373)  0.012
O (2.594, 2.128, -0.827)  -0.001
O (-1.903, -3.838, 0.051)  0.018
S (-1.289, 1.235, 3.299)  0.912
H (1.730, 3.053, -2.474)  0.091
H (3.579, 2.888, -2.383)  0.132
H (2.681, 4.170, -1.496)  0.103
H (-2.239, -4.766, -1.743)  0.119
H (-1.007, -3.532, -1.826)  0.104
H (-2.660, -3.072, -1.700)  0.097
H (1.849, 0.309, 0.905)  0.145
H (1.028, -0.001, -0.560)  0.162
H (-1.953, -2.844, 1.776)  0.148
H (-0.880, 0.019, 0.816)  0.099
H (-0.724, 1.544, 0.602)  0.187
H (-0.996, 0.769, 4.496)  -0.104

Values from the calculation:
Charge   +1
Multiplicity   1
Kohn-Sham gap   9.115 eV
Maximum force   3.36 eV/Å



C4H8O3 | the ωB97M-V functional and the def2-TZVPD basis

Last column: Löwdin charge in e.
Geometry (Å):
C (0.646, -1.124, -1.127)  -0.049
C (0.257, 0.320, -0.850)  -0.396
O (-0.994, 0.529, -1.448)  -0.019
C (0.171, 0.679, 0.668)  -0.298
O (-0.768, 1.707, 0.852)  -0.022
C (-0.194, -0.490, 1.557)  -0.182
O (-1.203, -0.479, 2.226)  0.075
H (0.763, -1.266, -2.204)  0.086
H (1.583, -1.408, -0.635)  0.086
H (-0.157, -1.790, -0.791)  0.090
H (1.013, 0.990, -1.290)  0.144
H (-1.360, 1.314, -1.007)  0.092
H (1.165, 1.019, 0.998)  0.161
H (-1.441, 1.332, 1.451)  0.099
H (0.518, -1.334, 1.600)  0.134

Values from the calculation:
Multiplicity   1
Kohn-Sham gap   10.978 eV
Maximum force   0.51 eV/Å
SMILES   C[C@@H](O)[C@@H](O)C=O



C6H12OSe | the ωB97M-V functional and the def2-TZVPD basis

Last column: Löwdin charge in e.
Geometry (Å):
C (-0.256, 0.410, -0.406)  -0.228
C (2.302, -1.006, 0.949)  0.108
C (0.449, -0.943, -0.547)  -0.361
C (-0.858, 0.668, 0.948)  -0.735
C (0.307, -1.628, -1.864)  -0.031
C (-1.772, 1.881, 0.833)  -0.229
O (1.862, -0.766, -0.224)  -0.007
Se (0.462, 1.368, 2.315)  0.508
H (0.422, 1.220, -0.753)  0.135
H (-1.048, 0.699, -1.116)  0.128
H (1.671, -1.167, 1.727)  0.010
H (3.208, -0.677, 1.139)  0.054
H (-0.077, -1.559, 0.106)  0.121
H (-1.468, -0.163, 1.167)  0.075
H (1.182, -2.276, -2.156)  0.106
H (0.405, -0.784, -2.627)  0.108
H (-0.700, -2.029, -1.896)  0.091
H (-2.065, 2.282, 1.793)  0.051
H (-2.713, 1.885, 0.369)  0.056
H (-1.315, 2.586, 0.244)  0.039

Values from the calculation:
Multiplicity   1
Kohn-Sham gap (spin up / spin down)   5.669 / 5.643 eV
Maximum force   4.95 eV/Å



> What is the multiplicity in the third record?

1